Computed, not measured: a 17-piece molecular cluster, C102H147N13O16 overall, with ωB97M-V with the def2-TZVPD basis set.

```
! RIJCOSX wB97M-V def2-TZVPD def2/J DEFGRID3
* xyz 0 1
C 0.321 5.818 -0.407
C -0.160 5.210 0.938
N -0.710 6.199 1.986
C 0.327 7.244 2.309
C 0.006 7.892 3.569
C -2.026 6.857 1.669
C -3.277 6.043 1.901
H 0.885 5.095 -0.997
H 0.989 6.626 -0.109
H -0.346 6.268 -1.143
H -0.936 4.483 0.699
H 0.701 4.586 1.176
H 1.375 6.951 2.256
H 0.331 8.028 1.552
H 0.054 7.075 4.289
H 0.820 8.576 3.808
H -0.949 8.399 3.705
H -2.048 7.145 0.619
H -2.269 7.698 2.319
H -3.409 5.067 1.436
H -4.116 6.607 1.493
H -3.195 5.904 2.979
C -2.365 0.739 -0.173
C -1.429 1.234 0.989
N -0.038 0.675 1.099
C 0.014 -0.707 1.449
C -0.938 -1.145 2.530
C 0.766 1.011 0.015
C 2.273 0.778 0.338
H -1.864 0.749 -1.141
H -3.246 1.377 -0.246
H -2.655 -0.275 0.102
H -1.114 2.272 0.876
H -1.810 1.285 2.009
H -0.280 -1.167 0.506
H 1.033 -1.090 1.504
H -0.826 -0.413 3.329
H -1.938 -1.162 2.096
H -0.770 -2.113 3.002
H 0.745 2.096 -0.083
H 0.434 0.722 -0.982
H 2.931 1.324 -0.339
H 2.439 -0.297 0.260
H 2.514 1.100 1.351
C -2.905 -5.137 6.386
C -2.962 -3.613 5.866
N -2.699 -2.515 6.837
C -1.293 -2.610 7.229
C -0.936 -1.643 8.395
C -2.840 -1.230 6.304
C -4.305 -0.893 6.672
H -3.518 -5.194 7.285
H -1.965 -5.598 6.693
H -3.395 -5.773 5.649
H -2.250 -3.575 5.042
H -3.982 -3.495 5.499
H -1.079 -3.585 7.667
H -0.596 -2.413 6.414
H -1.441 -1.929 9.318
H 0.149 -1.735 8.354
H -0.969 -0.596 8.095
H -2.768 -1.157 5.219
H -2.085 -0.470 6.502
H -4.989 -1.541 6.123
H -4.551 0.072 6.230
H -4.448 -0.839 7.751
C 1.459 6.725 -5.216
C 0.590 5.516 -5.571
N 1.321 4.263 -5.096
C 0.960 3.069 -5.671
C 0.961 2.926 -7.202
C 1.198 4.160 -3.605
C 2.086 2.999 -2.984
H 2.510 6.470 -5.352
H 1.401 6.961 -4.154
H 1.132 7.541 -5.861
H -0.435 5.499 -5.200
H 0.652 5.530 -6.659
H -0.017 2.674 -5.391
H 1.585 2.256 -5.300
H 0.267 3.557 -7.758
H 0.686 1.934 -7.562
H 1.949 3.164 -7.596
H 1.591 5.043 -3.102
H 0.205 4.154 -3.155
H 1.570 2.063 -2.770
H 2.982 2.978 -3.604
H 2.499 3.423 -2.069
C -3.564 6.111 -2.300
C -4.792 5.145 -2.397
N -4.976 4.917 -3.832
C -3.989 4.032 -4.426
C -3.889 4.228 -5.940
C -6.330 4.538 -3.944
C -7.025 5.528 -4.905
H -3.445 6.487 -1.283
H -3.541 6.900 -3.051
H -2.622 5.682 -2.640
H -4.606 4.191 -1.903
H -5.640 5.692 -1.986
H -2.983 4.176 -4.032
H -4.388 3.032 -4.256
H -4.849 3.935 -6.366
H -3.891 5.235 -6.358
H -3.035 3.642 -6.281
H -6.973 4.720 -3.083
H -6.397 3.555 -4.410
H -6.717 6.561 -4.745
H -8.109 5.565 -4.804
H -6.695 5.384 -5.934
O -1.017 2.812 7.165
C -1.057 3.152 5.993
N -0.527 4.259 5.668
C -1.767 2.143 4.993
H -0.646 4.493 4.692
H -0.085 4.928 6.281
H -2.783 1.942 5.334
H -1.244 1.227 4.721
H -1.947 2.522 3.987
O 4.585 -6.031 1.474
C 5.063 -5.019 1.092
N 4.318 -3.898 1.017
C 6.502 -4.891 0.778
H 3.335 -4.015 1.217
H 4.780 -3.092 0.621
H 6.829 -5.838 0.347
H 6.905 -4.890 1.791
H 6.816 -4.034 0.182
O 0.810 -5.249 -1.821
C 1.093 -5.361 -0.641
N 1.945 -6.327 -0.236
C 0.425 -4.421 0.310
H 2.429 -6.364 0.650
H 2.457 -6.815 -0.957
H -0.457 -3.892 -0.051
H 1.066 -3.818 0.953
H 0.089 -5.201 0.993
O 5.134 -0.843 1.573
C 5.654 0.082 2.242
N 5.917 1.258 1.714
C 5.912 -0.141 3.725
H 6.672 1.864 2.001
H 5.675 1.232 0.733
H 5.406 -0.980 4.203
H 5.450 0.750 4.150
H 6.982 -0.094 3.924
O 3.879 2.193 5.137
C 2.720 2.119 5.495
N 2.249 3.081 6.199
C 1.877 0.867 5.223
H 2.830 3.896 6.331
H 1.275 3.132 6.464
H 1.605 0.689 4.182
H 0.976 1.044 5.809
H 2.471 0.018 5.562
O -2.533 -5.252 0.233
C -3.215 -4.239 0.409
N -3.258 -3.255 -0.497
C -4.103 -4.016 1.650
H -4.111 -2.751 -0.694
H -2.697 -3.530 -1.290
H -3.764 -3.192 2.277
H -4.209 -4.970 2.166
H -5.131 -3.737 1.417
O -0.526 -0.963 -3.277
C -0.201 -1.842 -4.072
N 0.437 -1.586 -5.219
C -0.490 -3.201 -3.687
H 0.947 -0.718 -5.296
H 0.398 -2.231 -5.994
H -0.725 -3.216 -2.623
H 0.405 -3.822 -3.724
H -1.281 -3.667 -4.274
O 6.621 5.978 -0.074
C 5.538 5.574 -0.335
N 4.530 6.217 -0.932
C 5.252 4.134 -0.031
H 4.063 5.592 -1.573
H 4.835 7.112 -1.288
H 6.051 3.736 0.594
H 5.277 3.659 -1.012
H 4.301 3.995 0.484
C -9.473 0.369 -3.434
C -8.815 -0.836 -3.566
C -7.866 -1.221 -2.610
C -7.449 -0.285 -1.563
C -8.165 0.971 -1.559
C -9.231 1.258 -2.475
C -7.944 1.898 -0.303
O -8.481 2.976 -0.207
C -7.041 1.550 0.812
C -6.829 2.451 1.926
C -6.035 1.941 2.958
C -5.441 0.687 2.903
C -5.662 -0.132 1.826
C -6.490 0.256 0.729
C -6.509 -0.708 -0.437
O -5.891 -1.745 -0.527
H -10.142 0.569 -4.258
H -9.043 -1.508 -4.380
H -7.254 -2.107 -2.685
H -9.870 2.129 -2.489
H -7.222 3.451 2.040
H -5.944 2.530 3.859
H -4.861 0.331 3.742
H -5.226 -1.120 1.844
C 11.385 -3.184 -2.759
C 11.458 -1.899 -2.371
C 10.349 -1.248 -1.865
C 9.086 -1.889 -1.891
C 8.993 -3.255 -2.347
C 10.122 -3.935 -2.729
C 7.657 -3.910 -2.561
O 7.538 -5.107 -2.881
C 6.500 -3.057 -2.441
C 5.176 -3.574 -2.719
C 4.024 -2.867 -2.568
C 4.032 -1.602 -1.966
C 5.328 -1.075 -1.662
C 6.526 -1.782 -1.845
C 7.897 -1.137 -1.457
O 8.005 -0.071 -0.879
H 12.346 -3.442 -3.179
H 12.397 -1.368 -2.420
H 10.487 -0.291 -1.384
H 10.179 -4.885 -3.240
H 5.030 -4.613 -2.972
H 3.119 -3.373 -2.869
H 3.082 -1.139 -1.747
H 5.310 -0.041 -1.351
C 1.706 -5.050 5.553
C 2.396 -6.098 4.960
C 3.777 -6.043 4.756
C 4.549 -4.936 5.223
C 3.756 -3.841 5.815
C 2.305 -3.853 5.884
C 4.397 -2.628 6.359
O 3.783 -1.803 6.957
C 5.939 -2.644 6.270
C 6.626 -1.596 6.875
C 8.028 -1.545 6.680
C 8.774 -2.619 6.199
C 8.115 -3.685 5.668
C 6.698 -3.700 5.655
C 6.060 -4.878 5.041
O 6.678 -5.779 4.549
H 0.677 -5.171 5.858
H 1.873 -7.041 4.889
H 4.216 -6.951 4.369
H 1.809 -2.925 6.128
H 6.052 -0.870 7.432
H 8.478 -0.623 7.020
H 9.829 -2.575 5.973
H 8.772 -4.412 5.213
C -4.563 -5.600 -10.873
C -5.118 -4.375 -11.010
C -5.267 -3.692 -9.826
C -4.860 -4.103 -8.604
C -4.143 -5.349 -8.502
C -4.139 -6.148 -9.664
C -3.559 -5.928 -7.291
O -2.937 -7.008 -7.275
C -3.848 -5.020 -6.063
C -3.602 -5.450 -4.692
C -3.860 -4.651 -3.678
C -4.549 -3.503 -3.835
C -4.848 -3.035 -5.065
C -4.456 -3.741 -6.179
C -5.019 -3.195 -7.468
O -5.466 -2.024 -7.541
H -4.444 -6.303 -11.684
H -5.497 -3.995 -11.947
H -5.747 -2.725 -9.823
H -3.496 -7.014 -9.718
H -3.276 -6.470 -4.553
H -3.660 -5.135 -2.733
H -4.837 -2.878 -3.002
H -5.367 -2.100 -5.215
*
```

* molar mass: 1811.373 Da
* F_max: 5.90 eV Å⁻¹
* HOMO level: -8.100 eV

Atomic partial charges in e from the Löwdin method, atoms 1 to 6: atom 1 (C): -0.09, atom 2 (C): -0.20, atom 3 (N): -0.12, atom 4 (C): -0.30, atom 5 (C): -0.12, atom 6 (C): -0.26